(1)
Below is C4H8N2O in the gas phase in a non-equilibrium geometry, with properties calculated with ωB97M-V/def2-TZVPD.

Output
- Gap between HOMO and LUMO: 10.67 eV
- Molecular weight: 100.1 g mol⁻¹
- Energy relative to the best compared isomer or geometry (same formula, charge and spin): 36.3 kcal per mole
- LUMO level: 0.71 eV
- SMILES string: C[C@](O)(C#N)CN
- Largest force on an atom: 1.15 eV Å⁻¹

Atoms and positions in Å:
1 C 0.5425 1.4317 -0.3622
2 C 0.5409 0.0083 0.1938
3 O 0.4006 0.1307 1.5949
4 C 1.8391 -0.6498 -0.1209
5 N 2.8381 -1.1855 -0.3524
6 C -0.5965 -0.8495 -0.4115
7 N -1.8347 -0.6173 0.3221
8 H 1.1685 2.0664 0.2693
9 H -0.4768 1.8309 -0.3596
10 H 0.9279 1.4544 -1.3849
11 H 0.1132 -0.7233 1.9475
12 H -0.3308 -1.9135 -0.3363
13 H -0.6577 -0.6077 -1.4840
14 H -2.6396 -0.6662 -0.2898
15 H -1.8346 0.2904 0.7739



(2)
Below is 2 unconnected molecules or ions with the total composition C13H18NP in a non-equilibrium geometry, with properties calculated with ωB97M-V/def2-TZVPD.

Output
- Gap between HOMO and LUMO (spin up / spin down): 7.84 / 7.84 eV
- Molecular weight: 219.3 g mol⁻¹
- Energy relative to the best compared isomer or geometry (same formula, charge and spin): 132.3 kcal per mole
- LUMO level (spin up / spin down): 0.66 / 0.66 eV
- Largest force on an atom: 5.31 eV Å⁻¹

Atoms and positions in Å:
1 C -0.1635 -0.5065 4.0232
2 C 0.9996 -1.0560 3.5017
3 C -1.3912 -0.7506 3.3345
4 C 1.0356 -1.6015 2.1700
5 C -1.3670 -1.2713 2.0562
6 C -0.1426 -1.7444 1.4450
7 C -1.0397 -0.8212 -4.1991
8 C 0.7428 2.4382 -0.7427
9 C -0.3941 1.5365 -0.1618
10 C 1.5904 1.9141 -1.9443
11 C -1.2492 0.9042 -1.2665
12 C 1.1821 0.5471 -2.2980
13 C -0.2964 0.4015 -2.2945
14 N -0.6676 -0.5333 -3.1037
15 P -0.0360 -2.2848 -0.2552
16 H -0.2829 -0.0253 4.9585
17 H 1.7853 -0.8911 4.1847
18 H -2.2258 -0.3349 3.7542
19 H 1.9700 -1.9244 1.5710
20 H -2.3945 -1.4122 1.5700
21 H -1.1538 -1.9408 -4.4628
22 H 0.2085 3.4269 -0.8136
23 H 1.3885 2.7174 0.0405
24 H 0.0907 0.6793 0.2829
25 H -1.0600 2.2253 0.5930
26 H 1.3303 2.6413 -2.6650
27 H 2.7455 2.1011 -1.7024
28 H -1.8215 0.1692 -0.7583
29 H -1.7448 1.7759 -1.7454
30 H 1.6670 0.2606 -3.1781
31 H 1.7494 -0.1562 -1.4736
32 H 0.3691 -3.6621 -0.0235
33 H -1.4241 -2.8222 -0.3969



(3)
Below is a molecular structure, C52H37BrN5OSbW, with properties calculated with ωB97M-V/def2-TZVPD.

Output
- Gap between HOMO and LUMO (spin up / spin down): 6.22 / 6.18 eV
- Molecular weight: 1133.4 g mol⁻¹
- Total charge: +2
- LUMO level (spin up / spin down): -5.93 / -6.03 eV
- Largest force on an atom: 0.75 eV Å⁻¹

Atoms and positions in Å:
1 W -1.0156 0.6298 0.1162
2 C -5.3849 -0.1799 -0.5060
3 C -4.0617 0.2237 -0.7134
4 N -3.1825 0.2947 0.2654
5 C -3.5592 0.0166 1.5478
6 C -4.8734 -0.3946 1.8398
7 C -5.7805 -0.5013 0.7640
8 C -5.2536 -0.6060 3.1842
9 C -4.3466 -0.3576 4.1693
10 C -3.0279 0.0508 3.8765
11 C -2.5864 0.1988 2.5798
12 N -1.2980 0.5628 2.1315
13 C -0.2883 1.0552 2.9814
14 C -0.0308 0.7617 4.3016
15 C 1.0086 1.4153 5.0018
16 C 1.7937 2.3553 4.4026
17 C 1.6163 2.6272 3.0259
18 C 2.4107 3.5453 2.3053
19 C 2.2148 3.7034 0.9613
20 C 1.2548 2.9105 0.3211
21 N 0.4790 2.0588 0.9667
22 C 0.6146 1.9381 2.3225
23 H -6.0658 -0.2258 -1.3431
24 H -3.7114 0.4950 -1.7008
25 H -6.7974 -0.8151 0.9641
26 H -6.2632 -0.9210 3.4098
27 H -4.6283 -0.4686 5.2075
28 H -2.3891 0.2660 4.7124
29 H -0.5907 0.0077 4.8285
30 H 1.1634 1.1633 6.0422
31 H 2.5643 2.8783 4.9529
32 H 3.1735 4.1095 2.8273
33 H 2.8078 4.3885 0.3734
34 H 1.1425 2.9513 -0.7546
35 Br 0.0079 5.8891 -5.0034
36 C -0.5317 4.7751 -3.5866
37 C -0.9173 5.3396 -2.3639
38 C -1.3167 4.5433 -1.3144
39 C -1.3203 3.1488 -1.4388
40 O -1.7454 2.4095 -0.4269
41 C -0.9509 2.5768 -2.6757
42 C -1.0885 1.1751 -2.9476
43 N -1.1600 0.2432 -2.0562
44 C -1.4030 -1.1047 -2.4400
45 C -1.5622 -1.5600 -3.7260
46 C -1.8201 -2.9193 -3.9825
47 C -1.9392 -3.8156 -2.9590
48 C -1.7802 -3.3828 -1.6243
49 C -1.8881 -4.2522 -0.5165
50 C -1.7100 -3.7681 0.7484
51 C -1.4144 -2.4104 0.9200
52 N -1.2983 -1.5711 -0.0942
53 C -1.4851 -2.0293 -1.3712
54 C -0.5781 3.4141 -3.7478
55 H -0.9102 6.4159 -2.2530
56 H -1.6315 4.9777 -0.3751
57 H -1.1425 0.9120 -3.9995
58 H -1.4981 -0.8925 -4.5727
59 H -1.9363 -3.2408 -5.0082
60 H -2.1587 -4.8574 -3.1519
61 H -2.1199 -5.2963 -0.6865
62 H -1.7879 -4.3994 1.6213
63 H -1.2698 -1.9975 1.9072
64 H -0.3264 2.9726 -4.7044
65 C 5.5485 2.0160 0.9432
66 C 4.8183 1.3455 1.9136
67 C 3.7070 0.5965 1.5544
68 C 3.3220 0.5100 0.2185
69 C 4.0628 1.1773 -0.7539
70 C 5.1726 1.9274 -0.3892
71 Sb 1.5697 -0.5723 -0.2617
72 C 1.7263 -2.2674 0.9973
73 C 2.0309 -3.5615 0.5895
74 C 2.0413 -4.6039 1.5073
75 C 1.7527 -4.3656 2.8430
76 C 1.4573 -3.0753 3.2625
77 C 1.4418 -2.0359 2.3443
78 C 1.8496 -1.0700 -2.3037
79 C 1.9778 -2.3324 -2.8735
80 C 2.0906 -2.4765 -4.2501
81 C 2.0823 -1.3635 -5.0766
82 C 1.9625 -0.0957 -4.5214
83 C 1.8415 0.0447 -3.1478
84 H 6.4195 2.5937 1.2227
85 H 5.1209 1.3941 2.9515
86 H 3.1599 0.0728 2.3311
87 H 3.8062 1.1045 -1.8012
88 H 5.7516 2.4317 -1.1516
89 H 2.2808 -3.7837 -0.4368
90 H 2.2906 -5.6035 1.1764
91 H 1.7738 -5.1785 3.5565
92 H 1.2453 -2.8751 4.3051
93 H 1.1876 -1.0389 2.6958
94 H 1.9942 -3.2261 -2.2681
95 H 2.1964 -3.4659 -4.6750
96 H 2.1824 -1.4813 -6.1473
97 H 1.9765 0.7813 -5.1564
98 H 1.7330 1.0445 -2.7337



(4)
Below is 10 unconnected molecules or ions with the total composition H20O10 in a non-equilibrium geometry, with properties calculated with ωB97M-V/def2-TZVPD.

Output
- Gap between HOMO and LUMO: 9.91 eV
- Molecular weight: 180.1 g mol⁻¹
- Energy relative to the best compared isomer or geometry (same formula, charge and spin): 147.7 kcal per mole
- LUMO level: -0.37 eV
- SMILES string: O.O.O.O.O.O.O.O.O.O
- Largest force on an atom: 4.30 eV Å⁻¹

Atoms and positions in Å:
1 O 1.2871 0.5857 -0.8531
2 H 0.3293 0.6126 -0.9426
3 H 1.4708 0.0528 -0.0473
4 O -0.9484 -0.0596 -4.0164
5 H -0.3101 -0.8188 -3.9664
6 H -1.7825 -0.3546 -3.6538
7 O -3.2072 1.6215 -1.0784
8 H -3.7401 0.8459 -0.9169
9 H -2.3561 1.2379 -1.3305
10 O 2.9525 1.5970 1.8023
11 H 2.3802 2.0778 1.1611
12 H 2.6282 0.6893 1.7659
13 O -0.3390 -2.2261 -1.2017
14 H -0.2252 -1.4207 -0.5828
15 H -0.3165 -1.8198 -2.0878
16 O 1.4819 -2.1305 3.8831
17 H 0.9128 -2.0604 3.1576
18 H 2.0852 -1.3853 3.6236
19 O 1.9048 1.6445 -2.7333
20 H 1.0340 1.8263 -3.0867
21 H 2.2577 2.4613 -2.9086
22 O 1.5347 -3.6739 2.2385
23 H 1.8286 -2.8748 1.7758
24 H 0.5476 -3.6738 2.4179
25 O -2.1597 3.1459 0.1197
26 H -3.1138 3.0474 0.0672
27 H -1.9875 3.9942 0.4925
28 O -1.1921 -0.9014 1.9153
29 H -1.0845 -1.6379 2.4815
30 H -1.8723 -0.4025 2.5044



(5)
Below is C7H10O5S2 in the gas phase in a non-equilibrium geometry, with properties calculated with ωB97M-V/def2-TZVPD.

Output
- Gap between HOMO and LUMO: 8.53 eV
- Molecular weight: 238.3 g mol⁻¹
- LUMO level: 0.01 eV
- Largest force on an atom: 5.74 eV Å⁻¹

Atoms and positions in Å:
1 C -0.2339 -0.8526 -0.3201
2 C -1.3990 -0.5814 0.7153
3 C -1.9503 0.7590 0.1354
4 C -0.5365 0.9790 -2.2056
5 C -1.7452 0.6132 -1.3868
6 C -0.5757 -0.3334 -1.4827
7 C 3.1055 -0.9130 1.2096
8 O 0.8622 -1.6090 0.0231
9 O 3.4723 1.7857 0.3743
10 O 1.1297 1.2792 0.7861
11 O 2.9842 -2.3942 -0.9757
12 O 2.3434 0.0105 -1.1870
13 S 2.1558 1.7512 -0.1720
14 S 2.4163 -1.2026 -0.4017
15 H -2.1419 -1.4564 0.7005
16 H -0.8676 -0.4623 1.6891
17 H -2.9814 0.7834 0.5018
18 H -1.2636 1.5062 0.4235
19 H -0.7636 1.0489 -3.3273
20 H 0.2657 1.5818 -1.8954
21 H -2.6356 0.4681 -1.9815
22 H 3.8579 -0.0581 1.0449
23 H 2.1094 -0.4687 1.7340
24 H 3.5017 -1.6995 1.7281



(6)
Below is a molecular structure, C25H46Cl2N3O6PtSi in a non-equilibrium geometry, with properties calculated with ωB97M-V/def2-TZVPD.

Output
- Gap between HOMO and LUMO (spin up / spin down): 2.93 / 2.92 eV
- Molecular weight: 778.7 g mol⁻¹
- Energy relative to the best compared isomer or geometry (same formula, charge and spin): 0.0 kcal per mole
- Total charge: -1
- 2S+1: 3
- LUMO level (spin up / spin down): 2.00 / 2.00 eV
- Largest force on an atom: 3.78 eV Å⁻¹

Atoms and positions in Å:
1 C 4.4623 3.9758 0.5260
2 C 3.0400 3.9515 0.0266
3 H 5.0127 4.7104 -0.0726
4 H 4.9169 2.9909 0.4306
5 H 4.4663 4.2744 1.5864
6 C 2.4875 5.1100 -0.5387
7 C 3.1987 6.3641 -0.8145
8 H 1.4144 5.1739 -0.6166
9 H 3.9420 6.3090 -1.6168
10 H 3.7165 6.7576 0.0672
11 H 2.4364 7.1102 -1.0700
12 Pt -0.5520 -1.2500 -0.2296
13 Cl 1.8883 -0.6478 -1.2217
14 C -2.6220 -0.4320 1.6465
15 O -2.4600 -1.2814 0.6882
16 N -3.7170 0.2869 1.7001
17 C -4.5963 0.2263 0.5441
18 C -3.9985 1.2706 2.7501
19 H -1.8165 -0.2498 2.3792
20 H -4.7788 -0.8201 0.2654
21 H -4.1565 0.7552 -0.3188
22 H -5.5326 0.7148 0.8038
23 H -3.2323 1.1884 3.5380
24 H -4.9963 1.0707 3.1739
25 H -3.9875 2.2862 2.3324
26 H -2.3996 -6.5949 -0.1350
27 H -0.6026 -7.1309 1.3496
28 C -1.8700 -5.8236 -0.6901
29 C 0.0577 -6.5501 0.7171
30 N -0.6937 -5.4751 0.0897
31 H -2.4998 -4.9424 -0.8423
32 C -0.3348 -4.2029 0.1986
33 O -0.9292 -3.3128 -0.4821
34 H 0.8473 -6.0958 1.3111
35 H 0.4684 -3.9706 0.9141
36 H -1.5733 -6.2243 -1.6638
37 H 0.5005 -7.2137 -0.0229
38 H 1.7784 1.2562 -3.1049
39 H 0.0519 3.4055 -3.3627
40 C 1.0062 0.9168 -3.8115
41 C -0.6919 2.6742 -3.7163
42 N -0.3156 1.3082 -3.3568
43 H 1.0533 -0.1649 -3.9476
44 C -1.1078 0.5353 -2.6045
45 O -0.8874 -0.6946 -2.3106
46 H -1.6738 2.9207 -3.3009
47 H -2.0117 1.0429 -2.2382
48 H 1.1709 1.4413 -4.7565
49 H -0.7212 2.7593 -4.8122
50 O 2.6570 2.5851 -0.5280
51 C 2.0822 2.9576 0.7137
52 C -0.1718 3.6105 -0.3363
53 C 0.6509 3.3068 0.7754
54 H 0.2710 3.6199 -1.3364
55 C -1.5124 3.9498 -0.1197
56 H 2.4738 2.4378 1.5962
57 C 0.1164 3.4486 2.0599
58 H -2.1610 4.1572 -0.9796
59 C -2.0501 4.0392 1.1660
60 C -1.1924 3.8061 2.2570
61 H 0.8065 3.2717 2.8800
62 H -3.0902 4.2964 1.3381
63 H -1.5611 3.9322 3.2676
64 Si 3.9910 -0.6098 -1.1339
65 Cl -0.6147 0.8623 0.1886
66 C 4.5223 -1.3216 -2.8183
67 C 4.2931 -2.0920 -0.0107
68 C 4.8801 0.9122 -0.6482
69 H 3.8322 -1.0627 -3.6329
70 H 4.5938 -2.4222 -2.7794
71 H 5.5174 -0.9517 -3.0939
72 H 4.6219 1.7394 -1.3156
73 H 5.9618 0.7361 -0.7070
74 H 4.6054 1.1450 0.3859
75 H 3.5578 -2.1554 0.8019
76 H 5.2985 -2.0283 0.4263
77 H 4.2200 -3.0294 -0.5875
78 C 0.5301 -1.5684 3.8489
79 C 0.7246 -1.0465 2.4456
80 O 1.2491 0.0464 2.2230
81 O 0.2671 -1.9153 1.5522
82 H 1.3374 -2.2828 4.0970
83 H -0.4435 -2.0637 3.9424
84 H 0.5893 -0.7437 4.5628



Q: What is the largest force on an atom in the fourth record?
A: 4.30 eV Å⁻¹



Q: Which value of molecular weight does entry 4 give?
A: 180.1 g mol⁻¹



Q: Which of these has the highest molecular weight?
A: C52H37BrN5OSbW



Q: Look up the largest force on an atom of the third one.
A: 0.75 eV Å⁻¹